(1)
Below is a molecular structure, C44H43N2O3P2Y at a distorted geometry, with properties calculated with ωB97M-V with the def2-TZVPD basis set.

## Properties
Kohn-Sham gap: 6.9333 eV
Charge: +2
Spin multiplicity: 1

Each line ends with the Mulliken charge.
Positions of all 95 atoms, in Å:
C: 2.040 -1.058 -2.879  0.012
C: 1.415 0.186 -2.675  0.594
C: 2.176 1.344 -2.887  -0.796
C: 3.494 1.277 -3.349  -0.699
C: 4.075 0.038 -3.658  -0.525
C: 3.321 -1.123 -3.428  -1.184
P: -0.280 0.272 -1.980  0.932
C: -0.907 1.865 -2.648  0.616
C: -0.974 3.018 -1.834  -0.225
C: -1.395 4.245 -2.363  -0.809
C: -1.751 4.353 -3.710  -0.611
C: -1.695 3.216 -4.522  -0.669
C: -1.306 1.978 -3.985  -0.212
Y: -0.387 0.223 1.065  0.554
P: 2.088 -0.829 0.814  1.936
C: 3.474 0.300 0.533  1.141
C: 4.750 -0.220 0.278  -1.178
C: 5.728 0.594 -0.294  -0.666
C: 5.554 1.982 -0.291  -0.697
C: 4.346 2.526 0.160  -0.715
C: 3.291 1.701 0.543  -0.336
C: 1.621 -0.567 2.573  0.214
C: 0.379 -1.154 2.997  -0.453
C: -0.082 -0.863 4.302  -0.466
C: 0.652 -0.031 5.140  -0.784
C: 1.867 0.510 4.724  -0.697
C: 2.366 0.246 3.452  -0.810
C: 2.460 -2.603 0.648  0.139
C: 1.565 -3.423 -0.076  -0.136
C: 1.831 -4.786 -0.196  -0.758
C: 2.948 -5.351 0.421  -0.557
C: 3.787 -4.555 1.208  -0.793
C: 3.530 -3.184 1.346  0.007
C: -1.150 -1.080 -2.885  0.399
C: -0.754 -1.524 -4.157  -0.098
C: -1.388 -2.612 -4.782  -0.824
C: -2.483 -3.237 -4.175  -0.637
C: -2.898 -2.799 -2.913  -0.863
C: -2.227 -1.756 -2.272  -0.279
H: -0.102 -1.948 2.383  0.665
H: -0.988 -1.356 4.687  0.487
H: 0.288 0.169 6.151  0.477
H: 2.446 1.121 5.420  0.477
H: 3.335 0.644 3.128  0.470
H: 4.952 -1.273 0.560  0.384
H: 6.649 0.160 -0.690  0.491
H: 6.376 2.645 -0.571  0.444
H: 4.236 3.608 0.229  0.445
H: 2.345 2.130 0.897  0.418
H: 0.671 -2.982 -0.533  0.261
H: 1.168 -5.421 -0.784  0.470
H: 3.171 -6.416 0.295  0.416
H: 4.646 -4.987 1.717  0.438
H: 4.158 -2.554 1.986  0.451
H: 0.078 -1.016 -4.655  0.454
H: -1.014 -2.952 -5.751  0.447
H: -3.005 -4.043 -4.696  0.417
H: -3.759 -3.282 -2.442  0.457
H: -2.567 -1.438 -1.288  0.108
H: -0.689 2.976 -0.781  0.260
H: -1.438 5.143 -1.741  0.424
H: -2.045 5.314 -4.147  0.399
H: -1.943 3.273 -5.589  0.426
H: -1.302 1.078 -4.602  0.331
H: 1.713 2.318 -2.710  0.399
H: 4.067 2.191 -3.515  0.491
H: 5.063 -0.019 -4.127  0.430
H: 3.733 -2.101 -3.691  0.432
H: 1.514 -1.990 -2.655  0.684
H: 4.230 -1.606 -1.211  -0.528
H: 4.172 -2.334 -0.957  0.551
C: -3.544 3.478 3.392  -1.334
C: -4.103 2.129 3.785  -1.019
C: -4.280 1.134 2.631  2.510
C: -4.895 -0.220 3.062  -0.844
C: -4.206 -0.908 4.240  -1.103
C: -5.191 1.725 1.554  -0.357
O: -6.158 2.432 1.795  -0.584
N: -4.872 1.434 0.234  0.055
C: -3.718 0.847 -0.284  -0.316
O: -3.575 0.644 -1.479  -0.610
N: -2.755 0.563 0.666  0.364
C: -2.955 0.840 1.964  0.177
O: -1.848 0.902 2.641  -1.046
H: -2.558 3.360 2.938  0.249
H: -3.436 4.109 4.282  0.443
H: -4.184 4.046 2.703  0.339
H: -3.434 1.639 4.494  0.456
H: -5.076 2.250 4.265  0.500
H: -5.972 -0.074 3.275  0.452
H: -4.813 -0.894 2.190  0.394
H: -4.458 -0.489 5.228  0.329
H: -4.561 -1.946 4.236  0.440
H: -3.113 -0.901 4.107  0.132
H: -5.536 1.727 -0.476  0.329

Forces on atoms 1 to 6 (eV/Å):
C -0.03 0.19 -0.16
C 0.79 -0.25 0.38
C -0.15 0.18 0.00
C 0.13 -0.36 -0.14
C -0.76 0.08 -0.01
C 0.22 0.06 -0.16

(2)
Below is a molecular structure, C44H45BrIIrN6O5S, with properties calculated with ωB97M-V with the def2-TZVPD basis set.

## Properties
Relative energy (zero: lowest compared OMol25 entry of this formula, charge and spin): 0.0 kJ/mol
Kohn-Sham gap (alpha / beta): 7.3688 / 5.1174 eV
Expectation value of S²: 0.782
Charge: +3
Spin multiplicity: 2

Each line ends with the Löwdin spin population.
Positions of all 104 atoms, in Å:
Ir: -0.096 0.090 -0.217  0.000
C: 0.309 -3.720 2.531  0.000
C: 0.194 -2.375 3.190  0.000
N: 0.293 -2.314 4.492  0.000
C: 0.189 -1.129 5.129  0.000
C: -0.035 0.056 4.482  0.000
C: -0.098 1.345 5.267  0.000
O: -1.290 2.084 5.018  0.000
C: -0.142 0.024 3.059  0.000
C: -0.388 1.261 2.387  0.000
N: -0.198 1.563 1.133  0.000
C: -0.267 2.966 0.763  0.000
C: -0.214 3.977 1.731  0.000
C: -0.293 5.312 1.376  0.000
C: -0.390 5.691 0.046  0.000
C: -0.380 4.716 -0.934  0.000
C: -0.315 3.381 -0.562  0.000
I: -0.208 1.971 -2.094  0.000
C: -0.024 -1.206 2.401  0.000
O: -0.178 -1.373 1.115  0.000
H: 0.044 -4.493 3.247  0.000
H: 1.350 -3.913 2.237  0.000
H: -0.335 -3.801 1.654  0.000
H: 0.301 -1.159 6.206  0.000
H: 0.732 1.998 4.983  0.000
H: 0.024 1.127 6.328  0.000
H: -1.968 1.839 5.656  0.000
H: -0.741 2.050 3.036  0.000
H: -0.093 3.746 2.778  0.000
H: -0.260 6.063 2.153  0.000
H: -0.444 6.735 -0.230  0.000
H: -0.417 4.993 -1.979  0.000
C: -1.472 -1.221 -2.785  0.000
O: -0.296 -1.528 -1.981  -0.005
C: 0.265 -2.756 -2.321  -0.003
C: -0.083 -3.435 -3.479  0.049
C: 0.404 -4.717 -3.721  -0.005
Br: -0.117 -5.608 -5.287  -0.005
C: 1.242 -5.329 -2.816  0.037
C: 1.652 -4.619 -1.677  0.015
C: 1.166 -3.327 -1.433  0.037
O: 1.571 -2.560 -0.383  0.012
C: 2.609 -5.269 -0.812  0.125
N: 2.849 -6.600 -0.885  0.105
C: 3.800 -6.846 0.004  0.132
C: 4.418 -8.092 0.331  0.101
C: 5.389 -8.071 1.283  0.019
C: 5.761 -6.855 1.923  0.241
C: 5.168 -5.617 1.635  0.020
C: 4.195 -5.636 0.676  0.109
N: 3.376 -4.662 0.129  0.002
H: -1.169 -0.961 -3.799  0.000
H: -1.980 -0.395 -2.315  0.000
H: -2.142 -2.079 -2.792  0.000
H: -0.754 -3.012 -4.211  0.002
H: 1.611 -6.331 -2.978  0.001
H: 1.349 -2.959 0.471  0.001
H: 4.112 -8.996 -0.177  0.003
H: 5.896 -8.981 1.569  -0.002
H: 6.540 -6.891 2.674  0.011
H: 5.480 -4.719 2.149  -0.002
H: 3.482 -3.661 0.223  -0.001
C: 4.226 1.391 1.753  0.000
C: 4.183 0.165 0.839  0.000
C: 5.017 -0.967 1.427  0.000
C: 4.710 0.515 -0.549  0.000
N: 2.781 -0.369 0.764  0.000
N: 1.976 0.351 -0.189  0.000
H: 5.241 1.778 1.842  0.000
H: 3.878 1.139 2.757  0.000
H: 3.606 2.208 1.364  0.000
H: 6.058 -0.660 1.524  0.000
H: 4.981 -1.839 0.771  0.000
H: 4.658 -1.246 2.420  0.000
H: 5.757 0.800 -0.460  0.000
H: 4.201 1.367 -1.006  0.000
H: 4.666 -0.341 -1.227  0.000
H: 2.337 -0.184 1.662  0.000
H: 2.357 0.172 -1.115  0.000
H: 2.087 1.360 -0.042  0.000
O: -2.140 -0.121 -0.043  0.000
S: -3.143 1.068 -0.030  0.000
C: -4.460 0.541 -1.074  0.000
C: -5.026 -0.723 -0.926  0.000
C: -6.067 -1.077 -1.762  0.000
C: -6.539 -0.174 -2.715  0.000
C: -5.970 1.083 -2.845  0.000
C: -4.912 1.450 -2.022  0.000
C: -3.851 0.968 1.596  0.000
C: -4.704 1.994 1.980  0.000
C: -5.275 1.941 3.241  0.000
C: -4.982 0.882 4.094  0.000
C: -4.117 -0.128 3.694  0.000
C: -3.540 -0.093 2.431  0.000
H: -4.663 -1.403 -0.165  0.000
H: -6.531 -2.049 -1.664  0.000
H: -7.364 -0.457 -3.354  0.000
H: -6.346 1.778 -3.582  0.000
H: -4.454 2.428 -2.112  0.000
H: -4.928 2.816 1.310  0.000
H: -5.949 2.724 3.559  0.000
H: -5.437 0.844 5.074  0.000
H: -3.901 -0.953 4.359  0.000
H: -2.875 -0.878 2.094  0.000

Forces on atoms 1 to 6 (eV/Å):
Ir -0.09 0.18 0.04
C 0.06 0.03 0.01
C 0.00 -0.08 0.13
N 0.01 0.00 -0.03
C 0.03 0.04 -0.05
C -0.02 -0.09 0.03

(3)
Below is a molecular structure, C44H45ClN11O2SZn, with properties calculated with ωB97M-V with the def2-TZVPD basis set.

## Properties
Relative energy (zero: lowest compared OMol25 entry of this formula, charge and spin): 0.9 kJ/mol
Kohn-Sham gap: 7.2541 eV
Charge: +1
Spin multiplicity: 1

Each line ends with the Mulliken charge.
Positions of all 105 atoms, in Å:
Zn: 0.084 -0.929 -2.072  1.102
C: -0.874 -5.124 -3.061  -1.810
C: -0.775 -3.739 -2.507  0.367
N: -0.206 -2.756 -3.105  1.371
N: 0.345 -2.950 -4.322  -1.700
C: 0.922 -1.874 -4.828  0.591
N: 1.472 -2.051 -6.044  -0.409
S: 1.069 -0.286 -4.143  -0.650
C: -1.389 -3.414 -1.196  0.685
C: -2.277 -4.285 -0.570  -0.691
C: -2.878 -3.898 0.616  -0.804
C: -2.568 -2.662 1.163  -0.894
C: -1.664 -1.860 0.487  -0.544
N: -1.090 -2.223 -0.656  0.779
H: -0.191 -5.230 -3.897  0.428
H: -0.632 -5.860 -2.294  0.264
H: -1.887 -5.329 -3.418  0.334
H: 1.363 -2.938 -6.504  0.234
H: 1.887 -1.275 -6.525  0.220
H: -2.499 -5.245 -1.013  0.567
H: -3.578 -4.558 1.112  0.410
H: -3.016 -2.324 2.086  0.492
H: -1.389 -0.881 0.866  0.490
C: -6.125 11.214 -0.066  -0.842
O: -6.679 10.099 -0.748  -0.457
C: -5.947 8.968 -0.811  0.965
C: -4.682 8.814 -0.248  -0.476
C: -4.019 7.604 -0.376  -0.806
C: -4.592 6.538 -1.059  0.301
C: -5.862 6.706 -1.616  -0.452
C: -6.533 7.902 -1.497  -0.782
C: -3.847 5.284 -1.172  0.287
N: -2.686 5.036 -0.608  -0.814
C: -2.363 3.764 -0.991  0.521
C: -3.339 3.226 -1.797  0.023
N: -4.289 4.212 -1.904  -0.115
C: -3.262 1.914 -2.352  0.364
C: -4.218 1.309 -3.181  -0.789
C: -3.999 0.038 -3.652  -1.104
C: -2.818 -0.620 -3.295  -0.357
N: -1.915 -0.068 -2.511  0.396
C: -2.112 1.170 -2.035  0.099
C: -1.067 1.724 -1.180  -0.376
N: 0.012 0.951 -0.930  0.151
C: 0.984 1.436 -0.180  -0.165
C: 0.944 2.717 0.380  -0.805
C: -0.149 3.512 0.143  -0.816
C: -1.187 3.018 -0.658  0.774
H: -6.866 12.004 -0.135  0.241
H: -5.198 11.543 -0.539  0.346
H: -5.941 10.980 0.985  0.343
H: -4.208 9.623 0.286  0.404
H: -3.036 7.478 0.056  0.468
H: -6.351 5.900 -2.150  0.254
H: -7.517 8.040 -1.925  0.423
H: -5.137 4.179 -2.441  0.187
H: -5.121 1.841 -3.453  0.427
H: -4.715 -0.450 -4.297  0.461
H: -2.592 -1.613 -3.667  0.468
H: 1.834 0.786 -0.017  0.054
H: 1.772 3.061 0.983  0.555
H: -0.229 4.512 0.547  0.583
C: 6.521 -1.384 2.904  -1.783
C: 5.091 -0.843 2.797  1.851
C: 4.985 0.009 1.527  -1.950
C: 4.828 0.083 3.994  -1.879
C: 4.047 -2.006 2.781  2.119
O: 2.724 -1.467 2.856  -0.533
C: 4.296 -3.007 3.937  -1.315
C: 3.057 -3.728 4.491  -1.571
C: 2.317 -4.590 3.500  -0.473
C: 1.118 -4.169 2.934  -0.017
C: 0.481 -4.919 1.957  -0.273
C: 1.049 -6.112 1.544  0.431
Cl: 0.265 -7.052 0.308  -0.236
C: 2.224 -6.575 2.112  -0.769
C: 2.846 -5.811 3.089  0.102
C: 4.083 -2.831 1.476  -2.074
N: 3.404 -2.247 0.331  1.483
C: 2.107 -2.003 0.158  -0.778
N: 1.904 -1.547 -1.068  0.473
C: 3.150 -1.548 -1.621  -0.778
N: 4.082 -1.968 -0.806  -1.231
H: 7.224 -0.553 2.829  0.498
H: 6.764 -2.079 2.098  0.326
H: 6.706 -1.884 3.854  0.359
H: 5.588 0.910 1.646  0.602
H: 3.952 0.317 1.345  0.173
H: 5.350 -0.515 0.645  0.339
H: 5.639 0.809 4.068  0.500
H: 4.785 -0.444 4.948  0.280
H: 3.909 0.662 3.870  0.457
H: 2.674 -0.904 3.635  0.532
H: 4.766 -2.491 4.774  0.705
H: 5.026 -3.749 3.599  0.419
H: 2.366 -2.993 4.908  0.418
H: 3.391 -4.348 5.326  0.536
H: 0.686 -3.227 3.249  0.349
H: -0.446 -4.582 1.516  0.411
H: 2.645 -7.519 1.793  0.446
H: 3.769 -6.171 3.530  0.432
H: 3.638 -3.806 1.653  0.311
H: 5.111 -2.989 1.161  0.107
H: 1.364 -2.167 0.918  0.684
H: 3.339 -1.227 -2.632  0.542

Forces on atoms 1 to 6 (eV/Å):
Zn 0.10 0.08 0.09
C -0.01 0.00 0.00
C -0.02 -0.03 0.02
N 0.06 -0.05 0.00
N -0.07 -0.11 0.04
C 0.03 0.09 -0.06

(4)
Below is a molecular structure, C44H45GeN6O3S3Tl at a distorted geometry, with properties calculated with ωB97M-V with the def2-TZVPD basis set.

## Properties
Relative energy (zero: lowest compared OMol25 entry of this formula, charge and spin): 379.6 kJ/mol
Kohn-Sham gap: 4.4089 eV
Charge: +2
Spin multiplicity: 1

Each line ends with the Mulliken charge.
Positions of all 103 atoms, in Å:
Tl: -1.148 -0.784 0.457  1.025
C: -1.760 -0.186 7.156  -1.033
C: -0.585 0.751 6.933  -0.422
N: 0.393 0.381 5.914  -0.173
C: 0.131 0.009 4.641  0.354
S: -1.286 0.555 3.698  -0.286
N: 1.097 -0.732 4.052  -0.819
N: 0.833 -1.413 2.940  0.555
C: 1.724 -2.379 2.744  0.140
C: 2.702 -2.650 3.806  -1.377
C: 1.847 -2.967 1.381  0.549
C: 3.077 -3.368 0.744  -0.859
C: 2.992 -4.059 -0.450  -0.345
C: 1.750 -4.317 -1.038  -0.839
C: 0.636 -3.835 -0.376  -0.025
N: 0.668 -3.172 0.777  -0.282
H: -2.423 0.051 7.996  0.400
H: -2.409 -0.303 6.265  0.208
H: -1.354 -1.164 7.422  0.346
H: -0.941 1.746 6.654  0.031
H: 0.052 0.868 7.825  0.466
H: 1.293 -0.013 6.234  0.343
H: 2.209 -2.923 4.762  0.326
H: 3.371 -3.397 3.452  0.484
H: 3.277 -1.756 4.031  0.315
H: 4.047 -3.035 1.119  0.458
H: 3.900 -4.404 -0.930  0.485
H: 1.682 -4.947 -1.917  0.479
H: -0.372 -3.976 -0.756  0.439
Ge: -1.657 2.815 4.043  0.809
C: -0.377 3.787 2.858  0.074
C: 0.999 3.519 2.986  -0.451
C: 1.905 4.184 2.152  -0.767
C: 1.477 5.043 1.141  -0.509
C: 0.144 5.297 1.007  -0.771
C: -0.782 4.705 1.898  0.004
C: -3.393 3.044 3.111  -0.038
C: -3.423 2.810 1.727  0.408
C: -4.521 3.227 0.947  -0.710
C: -5.542 3.947 1.531  -0.501
C: -5.568 4.101 2.925  -0.563
C: -4.518 3.616 3.697  -0.527
H: -1.866 3.193 5.524  0.015
H: 1.390 2.860 3.757  0.366
H: 2.952 4.082 2.283  0.538
H: 2.220 5.510 0.520  0.501
H: -0.190 6.012 0.257  0.429
H: -1.796 5.107 1.846  0.409
H: -2.522 2.387 1.275  0.108
H: -4.531 2.921 -0.103  0.402
H: -6.363 4.384 0.997  0.430
H: -6.365 4.645 3.427  0.388
H: -4.482 3.756 4.764  0.370
C: 7.015 3.718 -0.288  -1.437
C: 6.185 2.467 -0.381  -0.484
C: 5.116 2.476 -1.441  -0.416
N: 4.237 1.336 -1.255  0.041
C: 2.915 1.351 -1.439  0.108
S: 1.986 0.366 -0.293  0.317
N: 2.344 1.924 -2.496  0.293
C: 2.937 2.582 -3.709  0.064
O: 2.950 3.786 -3.778  -0.480
C: 3.357 1.683 -4.751  0.494
C: 3.371 0.261 -4.724  -0.007
C: 3.740 -0.456 -5.872  -0.836
C: 4.158 0.201 -7.006  -0.366
C: 4.206 1.598 -7.041  -0.646
C: 3.816 2.334 -5.903  -0.543
H: 7.935 3.621 0.272  0.390
H: 6.548 4.601 0.155  0.334
H: 7.314 3.945 -1.291  0.363
H: 5.669 2.293 0.592  0.334
H: 6.844 1.592 -0.528  0.354
H: 5.651 2.311 -2.405  0.233
H: 4.544 3.423 -1.585  0.436
H: 4.561 0.723 -0.473  0.323
H: 1.345 2.037 -2.393  0.032
H: 3.139 -0.280 -3.809  0.470
H: 3.685 -1.538 -5.867  0.408
H: 4.440 -0.364 -7.866  0.428
H: 4.545 2.169 -7.884  0.431
H: 3.832 3.419 -5.939  0.445
C: -6.729 -8.574 -4.857  -1.170
C: -6.403 -7.457 -3.896  0.820
O: -5.598 -7.567 -2.941  -0.544
S: -7.139 -5.970 -4.500  -0.208
C: -6.352 -4.906 -3.382  0.484
C: -5.782 -3.772 -4.008  -0.561
C: -4.834 -3.020 -3.306  -0.516
C: -4.513 -3.273 -1.945  0.462
C: -5.225 -4.305 -1.311  -0.376
C: -6.208 -5.048 -1.993  -0.515
C: -3.488 -2.558 -1.297  2.110
C: -2.585 -1.875 -0.746  -2.658
H: -6.237 -9.434 -4.454  0.329
H: -6.283 -8.415 -5.855  0.331
H: -7.811 -8.750 -5.011  0.335
H: -6.070 -3.519 -5.037  0.363
H: -4.337 -2.130 -3.737  0.360
H: -5.083 -4.358 -0.229  0.419
H: -6.775 -5.878 -1.491  0.352
O: 0.112 2.442 -0.432  -0.414
C: 0.365 1.256 -0.278  0.160

Forces on atoms 1 to 6 (eV/Å):
Tl 0.49 0.18 -0.53
C -0.08 -1.05 -0.25
C 0.12 1.27 0.29
N 0.32 -0.79 -0.81
C 1.70 -0.80 -1.38
S -0.13 -0.18 0.49